Record 1
Computed, not measured: a 2-piece molecular cluster, C4H8O2 overall, with the ωB97M-V functional and the def2-TZVPD basis.

The geometry in ORCA input format:
```
! wB97M-V def2-TZVPD RIJCOSX def2/J DEFGRID3
* xyz 0 1
C -0.482 1.159 -0.334
C 0.298 0.248 -0.848
C 1.703 0.086 -0.411
C 2.710 -0.707 -0.945
O 2.052 0.767 0.804
H -0.227 1.651 0.686
H -1.480 1.452 -0.794
H 0.038 -0.214 -1.758
H 3.681 -0.967 -0.319
H 2.289 -1.584 -1.562
H 2.766 1.481 0.581
O -4.766 -1.284 1.488
H -4.409 -1.329 2.408
H -4.172 -0.761 1.003
*
```

Summary:
- SMILES string = C=CC(=C)O.O
- molecular weight (g/mol) = 88.11
- HOMO (Ha) = -0.3295

Record 2
Computed, not measured: one molecule with the formula C4H8O2, with the ωB97M-V functional and the def2-TZVPD basis.

The geometry in ORCA input format:
```
! wB97M-V def2-TZVPD RIJCOSX def2/J DEFGRID3
* xyz 0 1
C 1.914 0.125 -0.398
O 0.831 -0.616 0.124
C -0.430 -0.052 -0.192
C -1.496 -1.097 0.136
C -0.565 1.222 0.634
O -0.578 2.337 0.174
H 2.806 -0.488 -0.259
H 1.773 0.325 -1.471
H 2.046 1.087 0.117
H -0.460 0.237 -1.254
H -2.188 -1.244 -0.698
H -0.980 -2.041 0.330
H -2.087 -0.840 1.023
H -0.586 1.046 1.734
*
```

Summary:
- SMILES string = CO[C@@H](C)C=O
- molecular weight (g/mol) = 88.11
- HOMO (Ha) = -0.3549

Record 3
Computed, not measured: one molecule with the formula C4H8O2, with the ωB97M-V functional and the def2-TZVPD basis.

The geometry in ORCA input format:
```
! wB97M-V def2-TZVPD RIJCOSX def2/J DEFGRID3
* xyz 0 1
C 1.868 -0.309 0.854
C 0.682 0.523 0.399
O 1.165 1.456 -0.562
C -0.391 -0.374 -0.131
C -2.576 -0.350 -0.985
O -1.449 0.193 -0.625
H 2.285 -0.855 0.002
H 2.644 0.341 1.265
H 1.568 -1.026 1.625
H 0.291 1.087 1.266
H 0.397 1.913 -0.927
H -0.417 -1.452 0.022
H -2.725 -1.407 -0.799
H -3.281 0.309 -1.467
*
```

Summary:
- molecular weight (g/mol) = 88.11
- HOMO (alpha / beta) (Ha) = -0.2743 / -0.2792

Record 4
Computed, not measured: one molecule with the formula C4H8O2, with the ωB97M-V functional and the def2-TZVPD basis.

The geometry in ORCA input format:
```
! wB97M-V def2-TZVPD RIJCOSX def2/J DEFGRID3
* xyz 0 1
O -1.939 -0.147 0.304
C -0.603 -0.737 0.342
C -0.039 -0.416 -1.047
C 0.987 0.707 -0.803
O 0.757 1.141 0.536
C 0.341 0.007 1.281
H -1.918 0.809 0.493
H -0.756 -1.800 0.562
H -1.021 -0.042 -1.323
H 0.287 -1.229 -1.705
H 0.825 1.569 -1.458
H 2.038 0.390 -0.926
H 1.211 -0.594 1.605
H -0.200 0.343 2.165
*
```

Summary:
- SMILES string = O[C@H]1CCOC1
- molecular weight (g/mol) = 88.11
- HOMO (Ha) = -0.3631

Record 5
Computed, not measured: C4H8O2 as an isolated structure, with the ωB97M-V functional and the def2-TZVPD basis.

The geometry in ORCA input format:
```
! wB97M-V def2-TZVPD RIJCOSX def2/J DEFGRID3
* xyz 0 1
C -1.040 -1.302 -0.124
C -0.022 -0.168 -0.153
C 1.158 -0.416 0.779
O -0.661 1.044 0.227
C -0.115 2.474 -0.720
O 1.012 2.690 -0.858
H -0.581 -2.243 -0.447
H -1.431 -1.436 0.890
H -1.880 -1.081 -0.790
H 0.366 -0.070 -1.185
H 1.872 0.411 0.715
H 1.677 -1.346 0.518
H 0.811 -0.491 1.816
H -1.166 1.933 -0.670
*
```

Summary:
- molecular weight (g/mol) = 88.11
- HOMO (Ha) = -0.3552

Record 6
Computed, not measured: C4H8O2 as an isolated structure, with the ωB97M-V functional and the def2-TZVPD basis.

The geometry in ORCA input format:
```
! wB97M-V def2-TZVPD RIJCOSX def2/J DEFGRID3
* xyz 0 1
C 1.279 -0.354 1.454
C -0.115 -0.038 0.133
C -0.554 1.022 -0.989
O -1.977 1.228 -0.949
C -0.025 -1.429 -0.342
O 0.582 -2.244 0.319
H 1.211 -1.210 2.182
H 1.180 0.556 2.010
H 2.240 -0.489 0.950
H -0.836 0.089 0.930
H -0.055 1.983 -0.839
H -0.293 0.674 -2.007
H -2.198 1.969 -1.542
H -0.439 -1.756 -1.310
*
```

Summary:
- molecular weight (g/mol) = 88.11
- HOMO (Ha) = -0.3539

Record 7
Computed, not measured: one molecule with the formula C4H8O2, with the ωB97M-V functional and the def2-TZVPD basis.

The geometry in ORCA input format:
```
! wB97M-V def2-TZVPD RIJCOSX def2/J DEFGRID3
* xyz 0 1
O -0.754 -1.567 -0.391
C -0.711 -0.847 0.829
C -0.276 0.633 0.551
C -0.730 0.793 -0.855
C 0.954 0.549 -0.228
O 1.877 -0.332 0.326
H -0.003 -1.229 -0.906
H -1.725 -0.859 1.240
H -0.030 -1.371 1.505
H -0.415 1.336 1.374
H -1.716 0.346 -1.047
H -0.533 1.625 -1.505
H 1.395 1.426 -0.693
H 2.667 -0.504 -0.200
*
```

Summary:
- SMILES string = OC[C@@H]1C[C@@H]1O
- molecular weight (g/mol) = 88.11
- HOMO (Ha) = -0.3181

Record 8
Computed, not measured: one molecule with the formula C4H8O2, with the ωB97M-V functional and the def2-TZVPD basis.

The geometry in ORCA input format:
```
! wB97M-V def2-TZVPD RIJCOSX def2/J DEFGRID3
* xyz 0 1
O -0.745 1.647 0.648
C -0.557 0.723 -0.409
C -0.892 -0.710 0.014
C 0.403 -1.125 0.709
O 1.453 -0.451 0.021
C 0.914 0.581 -0.799
H -0.029 1.521 1.284
H -1.179 1.081 -1.235
H -1.769 -0.739 0.665
H -1.078 -1.335 -0.867
H 0.396 -0.818 1.767
H 0.595 -2.202 0.676
H 1.030 0.313 -1.858
H 1.458 1.515 -0.617
*
```

Summary:
- SMILES string = O[C@@H]1CCOC1
- molecular weight (g/mol) = 88.11
- HOMO (Ha) = -0.3585

Record 9
Computed, not measured: one molecule with the formula C4H8O2, with the ωB97M-V functional and the def2-TZVPD basis.

The geometry in ORCA input format:
```
! wB97M-V def2-TZVPD RIJCOSX def2/J DEFGRID3
* xyz 0 1
C 1.317 -0.936 -0.176
C -0.077 -0.442 -0.146
C -0.348 0.151 1.166
O 0.427 1.364 1.321
C -1.021 -0.724 -1.216
O -0.462 0.635 -1.086
H 1.835 -1.332 -1.147
H 1.921 -0.246 0.308
H 1.143 -1.934 0.425
H -1.449 0.319 1.180
H -0.005 -0.682 1.892
H 0.449 1.835 0.457
H -2.064 -1.021 -0.647
H -0.772 -1.220 -2.123
*
```

Summary:
- SMILES string = C[C@]1(CO)CO1
- molecular weight (g/mol) = 88.11
- HOMO (Ha) = -0.3816

Record 10
Computed, not measured: a 2-piece molecular cluster, C4H8O2 overall, with the ωB97M-V functional and the def2-TZVPD basis.

The geometry in ORCA input format:
```
! wB97M-V def2-TZVPD RIJCOSX def2/J DEFGRID3
* xyz 0 1
C 1.275 1.166 0.889
C 1.123 1.197 -0.430
C 1.290 -0.031 -1.244
O 1.291 -0.002 -2.454
H 1.620 0.266 1.393
H 1.067 2.058 1.464
H 0.929 2.147 -0.928
H 1.413 -0.998 -0.704
C -1.873 -1.270 0.390
O -0.788 -0.386 0.533
H -2.068 -1.498 -0.662
H -2.780 -0.863 0.856
H -1.597 -2.222 0.864
H -0.901 0.437 0.033
*
```

Summary:
- SMILES string = C=CC=O.CO
- molecular weight (g/mol) = 88.11
- HOMO (Ha) = -0.3600

Record 11
Computed, not measured: one molecule with the formula C4H8O2, with the ωB97M-V functional and the def2-TZVPD basis.

The geometry in ORCA input format:
```
! wB97M-V def2-TZVPD RIJCOSX def2/J DEFGRID3
* xyz 0 1
O 1.897 -1.232 -0.505
C 1.129 -0.084 -0.777
C 0.393 0.428 0.440
C -0.851 1.215 0.234
C -0.749 -0.364 0.920
O -1.237 -1.442 0.292
H 1.288 -1.896 -0.150
H 0.430 -0.253 -1.616
H 1.835 0.680 -1.111
H 1.053 0.766 1.230
H -1.311 1.238 -0.744
H -0.992 2.131 0.824
H -1.423 0.247 1.561
H -1.465 -1.368 -0.639
*
```

Summary:
- SMILES string = OC[C@H]1C[C@H]1O
- molecular weight (g/mol) = 88.11
- HOMO (Ha) = -0.3168

Record 12
Computed, not measured: one molecule with the formula C4H8O2, with the ωB97M-V functional and the def2-TZVPD basis.

The geometry in ORCA input format:
```
! wB97M-V def2-TZVPD RIJCOSX def2/J DEFGRID3
* xyz 0 1
C -0.744 1.042 -1.471
C -0.793 0.838 0.022
O -1.232 -0.435 0.484
C 0.081 0.000 0.850
C 1.206 -0.900 0.419
O 1.258 -2.005 1.303
H -0.355 0.168 -1.998
H -0.145 1.920 -1.736
H -1.766 1.220 -1.824
H -1.259 1.667 0.559
H 0.153 0.255 1.912
H 2.172 -0.387 0.500
H 1.069 -1.220 -0.623
H 0.355 -2.162 1.604
*
```

Summary:
- SMILES string = C[C@H]1O[C@H]1CO
- molecular weight (g/mol) = 88.11
- HOMO (Ha) = -0.3823

Record 13
Computed, not measured: one molecule with the formula C4H8O2, with the ωB97M-V functional and the def2-TZVPD basis.

The geometry in ORCA input format:
```
! wB97M-V def2-TZVPD RIJCOSX def2/J DEFGRID3
* xyz 0 1
O -1.122 1.090 -0.426
C -1.601 -0.439 0.084
C -0.255 -1.059 -0.237
C 0.712 -0.153 0.536
O 2.025 -0.068 0.010
C 0.064 1.238 0.409
H -0.845 1.064 -1.364
H -2.353 -0.659 -0.689
H 0.080 -1.070 -1.301
H -0.228 -2.092 0.128
H 0.734 -0.455 1.593
H 2.377 -0.965 -0.046
H 0.740 1.963 -0.050
H -0.327 1.604 1.355
*
```

Summary:
- molecular weight (g/mol) = 88.11
- HOMO (Ha) = -0.2725

Record 14
Computed, not measured: C4H8O2 as an isolated structure, with the ωB97M-V functional and the def2-TZVPD basis.

The geometry in ORCA input format:
```
! wB97M-V def2-TZVPD RIJCOSX def2/J DEFGRID3
* xyz 0 1
C -0.105 -1.640 0.199
C 0.806 -0.486 -0.074
C 0.197 0.736 -0.709
C -0.974 1.405 0.273
H 0.453 -2.375 0.502
H -0.849 -1.203 1.046
H -0.830 -1.647 -0.930
H 1.718 -1.096 -1.146
H 1.525 0.029 0.836
H 0.972 1.626 -1.146
H -0.385 0.316 -1.847
H 0.251 1.001 1.806
O -0.735 1.530 1.482
O -2.045 1.806 -0.292
*
```

Summary:
- molecular weight (g/mol) = 88.11
- HOMO (Ha) = -0.3564

Record 15
Computed, not measured: one molecule with the formula C4H8O2, with the ωB97M-V functional and the def2-TZVPD basis.

The geometry in ORCA input format:
```
! wB97M-V def2-TZVPD RIJCOSX def2/J DEFGRID3
* xyz 0 1
C 1.180 1.062 -0.622
C 0.178 0.225 -0.393
O 0.199 -1.128 -1.218
C 0.264 -2.291 -0.426
O -0.888 0.113 0.361
C -1.189 1.568 0.996
H 1.940 0.779 -1.342
H 1.294 2.004 -0.108
H 0.627 -3.114 -1.056
H -0.723 -2.567 -0.033
H 0.974 -2.186 0.405
H -1.636 2.196 0.225
H -1.918 1.324 1.767
H -0.304 2.015 1.445
*
```

Summary:
- SMILES string = C=C(OC)OC
- molecular weight (g/mol) = 88.11
- HOMO (Ha) = -0.3316

Record 16
Computed, not measured: one molecule with the formula C4H8O2, with the ωB97M-V functional and the def2-TZVPD basis.

The geometry in ORCA input format:
```
! wB97M-V def2-TZVPD RIJCOSX def2/J DEFGRID3
* xyz 0 1
O -1.593 -0.692 -1.289
C -1.666 0.247 -0.219
C -0.484 0.238 0.737
C 0.794 0.456 -0.052
C 2.047 -0.251 0.207
O 1.245 -0.592 -0.907
H -0.706 -0.935 -1.584
H -1.788 1.229 -0.696
H -2.625 0.008 0.255
H -0.571 1.065 1.459
H -0.438 -0.706 1.288
H 0.759 1.432 -0.571
H 2.006 -0.997 0.995
H 3.035 0.142 -0.024
*
```

Summary:
- SMILES string = OCC[C@H]1CO1
- molecular weight (g/mol) = 88.11
- HOMO (Ha) = -0.3694

Record 17
Computed, not measured: one molecule with the formula C4H8O2, with the ωB97M-V functional and the def2-TZVPD basis.

The geometry in ORCA input format:
```
! wB97M-V def2-TZVPD RIJCOSX def2/J DEFGRID3
* xyz 0 1
C -0.975 -1.175 0.625
C 0.096 -0.259 1.162
O 1.398 -0.499 0.642
C 0.718 0.746 0.286
C 0.076 1.020 -1.204
O 0.545 -0.022 -2.023
H -0.807 -1.364 -0.441
H -1.963 -0.725 0.757
H -0.964 -2.136 1.150
H 0.053 -0.038 2.229
H 1.265 1.587 0.704
H 0.450 1.986 -1.565
H -1.010 1.006 -1.087
H 1.118 -0.127 -1.235
*
```

Summary:
- SMILES string = C[C@H]1O[C@H]1CO
- molecular weight (g/mol) = 88.11
- HOMO (Ha) = -0.3791

Record 18
Computed, not measured: one molecule with the formula C4H8O2, with the ωB97M-V functional and the def2-TZVPD basis.

The geometry in ORCA input format:
```
! wB97M-V def2-TZVPD RIJCOSX def2/J DEFGRID3
* xyz 0 1
C -0.091 1.315 -1.841
O 0.475 0.192 -1.199
C 0.655 0.399 0.147
C 0.184 -0.466 1.046
C -0.617 -1.687 0.703
O 0.409 -0.338 2.390
H 0.521 2.215 -1.677
H -0.122 1.097 -2.910
H -1.108 1.512 -1.475
H 1.234 1.286 0.424
H -1.000 -2.139 1.621
H -0.005 -2.426 0.177
H -1.457 -1.430 0.051
H 0.922 0.468 2.543
*
```

Summary:
- SMILES string = CO/C=C(\C)O
- molecular weight (g/mol) = 88.11
- HOMO (Ha) = -0.3019

What are the ΔE to the lowest compared entry with this formula, charge and spin values for these records? In order: 3.229, 1.662, 4.291, 1.748, 3.546, 3.957, 4.495, 1.214, 3.496, 2.481, 3.803, 2.030, 4.814, 6.086, 3.271, 2.206, 3.233, 1.888 eV.